[1]
Formula: C4H13N2O
Source: the OMol25 dataset
Level of theory: ωB97M-V/def2-TZVPD

Geometry as XYZ:
```
20
Properties=species:S:1:pos:R:3:mulliken_charge:R:1
C -1.441 2.253 0.883 -1.332
C -0.196 1.858 0.088 -0.391
C -0.191 0.441 -0.486 -0.303
N 0.738 -2.131 0.643 -0.267
C -0.488 -1.678 0.756 0.053
N -0.946 -0.537 0.297 -0.069
H -1.595 1.613 1.754 0.332
H -1.383 3.294 1.178 0.385
H -2.341 2.163 0.260 0.359
H 0.692 2.036 0.703 0.326
H -0.056 2.581 -0.705 0.335
H 0.845 0.137 -0.614 0.137
H -0.642 0.433 -1.483 0.260
H 0.863 -3.131 0.677 0.259
H 1.507 -1.553 0.340 0.239
H -1.240 -2.330 1.171 0.393
H -1.828 -0.233 0.683 0.284
H 3.193 -2.134 -1.757 0.313
H 2.080 -1.532 -2.644 0.305
O 2.429 -1.548 -1.745 -0.619
```

Its energy above the lowest of the compared OMol25 structures with the same formula, charge and spin is 20.05 kcal per mole. Its frontier orbital gap is 11.63 eV. The net charge is +1. The calculation puts the strongest force on any atom at 1.2 eV/Å. Its total energy is -9380.7145 eV. As for the LUMO energy: -3.13 eV. The molar mass is 105.2 g mol⁻¹.



[2]
Formula: C19H21AuF9N4O4S2
Source: the OMol25 dataset
Level of theory: ωB97M-V/def2-TZVPD

Geometry as XYZ:
```
60
Properties=species:S:1:pos:R:3:mulliken_charge:R:1
Au 1.020 0.602 0.468 0.312
O -2.997 -0.259 -3.599 -0.665
C -3.282 -1.334 -2.843 0.761
C -4.044 -2.319 -3.472 -0.759
C -4.394 -3.472 -2.809 -0.320
C -3.992 -3.693 -1.488 -0.741
C -3.246 -2.736 -0.857 -0.791
C -2.879 -1.535 -1.505 0.551
C -2.091 -0.620 -0.694 0.107
O -1.666 -0.804 0.414 -0.389
N -1.756 0.685 -1.390 0.466
N -1.234 1.480 -0.609 -0.620
C -0.885 2.714 -1.126 0.384
S 0.706 3.246 -1.130 0.165
C 0.243 4.983 -1.463 -0.691
C -0.986 4.981 -2.342 -0.560
S -2.125 3.719 -1.688 0.047
H -2.394 0.331 -3.124 0.543
H -4.338 -2.145 -4.498 0.457
H -4.984 -4.218 -3.325 0.400
H -4.263 -4.606 -0.976 0.428
H -2.913 -2.874 0.162 0.440
H 1.086 5.467 -1.953 0.438
H 0.062 5.457 -0.498 0.359
H -0.757 4.696 -3.368 0.340
H -1.499 5.941 -2.335 0.415
C -1.360 0.044 3.984 -0.764
N 0.061 0.005 4.314 0.148
C 0.388 -0.185 5.721 -1.136
C 0.959 0.383 3.393 0.787
O 0.551 1.075 2.404 -0.772
N 2.259 0.058 3.548 0.201
C 3.279 0.783 2.805 -1.194
C 2.685 -1.219 4.112 -1.191
H -1.849 -0.807 4.458 0.408
H -1.491 -0.020 2.909 0.055
H -1.819 0.964 4.351 0.331
H -0.340 0.364 6.319 0.399
H 1.376 0.213 5.935 0.375
H 0.351 -1.235 6.012 0.326
H 2.945 1.798 2.607 0.344
H 3.513 0.292 1.855 0.338
H 4.185 0.822 3.409 0.405
H 1.827 -1.861 4.285 0.423
H 3.234 -1.087 5.045 0.320
H 3.337 -1.715 3.392 0.375
F 1.866 0.676 -4.229 -0.245
C 2.696 0.196 -3.292 0.372
F 3.632 -0.530 -3.900 -0.229
F 3.294 1.248 -2.719 -0.240
C 1.882 -0.601 -2.221 0.978
O 1.145 0.301 -1.521 -0.283
C 2.869 -1.429 -1.346 0.358
F 2.253 -1.944 -0.270 -0.202
F 3.854 -0.644 -0.887 -0.230
F 3.416 -2.440 -2.017 -0.251
C 0.895 -1.579 -2.944 0.457
F 1.461 -2.238 -3.953 -0.266
F -0.151 -0.899 -3.433 -0.190
F 0.403 -2.475 -2.078 -0.284
```

Its frontier orbital gap is 5.99 eV. The net charge is +1. The calculation puts the strongest force on any atom at 0.5 eV/Å. Its total energy is -84007.3879 eV. As for the LUMO energy: -5.14 eV. The molar mass is 801.5 g mol⁻¹.



[3]
Formula: C3H6NO2
Source: the OMol25 dataset
Level of theory: ωB97M-V/def2-TZVPD

Geometry as XYZ:
```
12
Properties=species:S:1:pos:R:3:mulliken_charge:R:1
C -1.588 0.395 -0.984 0.132
N -0.877 -0.554 -0.320 -0.184
C 0.600 -0.492 -0.267 -0.543
C 1.147 0.219 1.034 -0.284
O 2.323 0.769 0.883 -0.825
O -2.785 0.589 -1.034 -0.580
H -0.859 1.084 -1.428 0.244
H -1.272 -0.920 0.533 0.229
H 0.977 -1.496 -0.484 0.296
H 0.946 0.149 -1.087 0.298
H 0.218 0.831 1.271 0.096
H 1.169 -0.576 1.883 0.122
```

Its energy above the lowest of the compared OMol25 structures with the same formula, charge and spin is 49.07 kcal per mole. Its frontier orbital gap is 6.75 eV. The net charge is -1. The calculation puts the strongest force on any atom at 1.7 eV/Å. Its total energy is -8793.0890 eV. As for the LUMO energy: 4.05 eV. The molar mass is 88.1 g mol⁻¹.